Record 1
30
Properties=species:S:1:pos:R:3:lowdin_charge:R:1 method="wB97M-V/def2-TZVPD" de_lowest_ev=4.2168 homo_ev="-10.6659 / -10.6654" charge=+1 spin_multiplicity=1 lumo_energy_ev="-3.976 / -3.977" e_tot_ha=-898.48022
C -0.02 3.66 -0.90 0.061
C -0.91 2.74 -0.54 -0.321
C -2.38 3.09 -0.14 -0.043
C -0.67 1.31 -0.72 -0.255
C -1.63 0.39 -1.43 -0.018
C 0.39 0.77 -0.14 -0.110
C 0.91 -0.57 -0.14 -0.026
C 0.11 -2.16 0.37 -0.054
C -1.11 -2.82 -0.06 -0.033
N 1.19 -2.82 0.93 0.022
C 2.35 -2.08 1.02 -0.628
S 3.34 -2.27 2.60 0.802
N 1.99 -0.66 0.90 0.013
H -0.39 4.72 -0.92 0.089
H 0.85 3.37 -1.47 0.071
H -3.04 2.41 0.40 0.065
H -2.33 4.04 0.41 0.080
H -2.96 3.28 -1.11 0.109
H -1.20 -0.48 -1.87 0.058
H -2.27 0.04 -0.62 0.088
H -2.11 0.76 -2.32 0.093
H 1.17 1.41 0.17 0.097
H -1.24 -3.73 0.38 0.042
H -1.16 -2.90 -1.15 0.109
H -2.05 -2.29 0.38 0.144
H 1.10 -3.92 1.01 0.232
H 3.12 -2.26 0.30 0.113
H 4.59 -2.64 2.22 -0.113
H 2.71 0.02 0.66 0.185
H 1.65 -0.41 1.79 0.126


Record 2
30
Properties=species:S:1:pos:R:3:lowdin_charge:R:1 method="wB97M-V/def2-TZVPD" de_lowest_ev=5.7086 homo_ev=-14.4992 charge=+2 spin_multiplicity=1 lumo_energy_ev=-6.593 e_tot_ha=-554.70183
C 8.00 1.45 1.11 -0.062
C 8.15 0.19 1.60 -0.120
C 8.28 -1.83 0.03 -0.112
C 8.26 0.77 -1.10 0.161
C 8.10 1.93 -0.24 -0.117
C -6.46 1.69 -0.07 -0.082
C -8.67 -0.22 0.09 0.021
C -7.06 -2.06 0.11 -0.002
C -6.21 0.26 -0.42 -0.181
C -7.33 -0.67 -0.15 -0.233
N 8.26 -0.29 -1.61 0.153
N 8.36 -1.55 -1.35 0.077
N 8.16 -0.96 0.91 0.102
H 7.87 2.32 1.84 0.157
H 7.94 0.05 2.64 0.116
H 8.49 -2.94 0.17 0.165
H 7.22 2.40 -0.54 0.126
H 8.93 2.71 -0.39 0.188
H -5.60 2.19 -0.70 0.150
H -7.34 2.14 -0.46 0.063
H -6.68 1.87 0.95 0.086
H -9.02 0.71 -0.46 0.143
H -8.35 0.00 1.13 0.163
H -9.40 -1.06 0.13 0.130
H -5.93 -2.26 0.13 0.136
H -7.46 -2.50 1.12 0.180
H -7.67 -2.43 -0.70 0.123
H -5.30 -0.04 -0.10 0.094
H -6.27 0.22 -1.57 0.208
H 8.70 -2.12 -2.09 0.166